168
Properties=species:S:1:pos:R:3:forces:R:3:mulliken_charge:R:1 method="wB97M-V/def2-TZVPD" orbital_gap_ha=0.2643 charge=+4
O 17.1485 17.5808 13.9733 0.2 -0.7 -0.8 0.66
C 18.3991 17.0936 14.0099 3.8 0.5 3.0 -0.78
O 19.0373 17.1832 15.1292 -1.7 0.1 0.7 -0.43
O 19.0614 16.6939 13.0718 -0.6 -1.1 -4.1 -0.02
H 17.1820 17.9150 14.8727 -1.3 1.0 1.1 -0.33
C 21.9222 16.6630 9.4070 1.3 0.3 0.6 -1.38
C 22.8230 17.0326 10.6700 -1.8 0.4 -0.5 -0.46
C 22.0790 18.1213 11.5669 3.0 0.1 1.0 -0.62
N 23.1031 18.6618 12.7187 -0.2 0.0 0.4 0.77
C 24.3829 19.3018 12.1739 -1.5 -0.9 0.2 -1.17
C 23.4323 17.5014 13.7095 0.2 -0.8 -1.5 -0.03
C 22.9979 17.8369 15.1010 1.9 -0.1 1.8 0.34
C 22.0874 18.9431 14.8879 -3.2 1.5 -0.3 0.27
C 22.5196 19.7234 13.6353 -0.2 -0.3 1.7 -1.59
H 22.4268 15.9346 8.7721 0.2 -0.2 0.3 0.46
H 21.8715 17.5291 8.7471 -0.5 0.2 0.2 0.43
H 20.9525 16.2333 9.6583 -0.1 0.4 0.1 0.16
H 23.7720 17.4127 10.2920 -0.2 0.2 0.0 0.45
H 23.0719 16.1190 11.2099 -0.2 0.1 0.3 0.28
H 21.2501 17.7964 12.1958 -0.4 -0.2 -0.5 0.35
H 21.9096 19.0423 11.0090 -0.4 -0.2 -0.1 0.53
H 23.9920 20.1433 11.6019 0.7 0.1 -0.2 0.34
H 24.9070 18.5503 11.5834 0.2 0.4 0.1 0.38
H 24.8948 19.6105 13.0854 0.5 0.0 -0.6 0.53
H 24.4947 17.2945 13.5811 -0.2 -0.3 0.1 0.25
H 22.8088 16.6916 13.3306 0.4 -0.2 0.0 -0.58
H 23.7790 18.0918 15.8173 1.0 0.7 -0.7 0.43
H 22.6159 17.0647 15.7687 -0.8 -0.6 -1.2 -0.73
H 21.8844 19.5921 15.7398 0.5 0.2 0.0 1.09
H 21.1002 18.5112 14.7234 -0.4 -0.1 -0.3 -0.37
H 23.3164 20.3882 13.9687 0.2 -0.1 -0.4 0.41
H 21.7435 20.3884 13.2565 -0.1 -0.6 -0.6 0.31
C 19.4183 21.1887 14.5151 0.0 1.9 0.4 -1.77
C 18.6691 20.5424 13.4076 -0.1 -2.0 0.1 3.14
C 17.9493 21.5122 12.5440 0.9 -0.4 -1.4 -1.60
N 17.2310 20.8042 11.3569 -1.7 0.6 0.5 0.42
C 15.9856 20.0017 11.8045 0.0 1.1 1.3 -1.05
C 16.7645 21.9468 10.3719 0.5 -1.0 1.8 -0.61
C 16.6975 21.2330 9.0695 -0.8 -0.9 -1.1 -0.69
C 17.2822 19.7624 9.2285 -0.3 1.1 -0.1 0.01
C 18.0835 19.9230 10.4682 2.0 0.8 0.8 -0.72
H 18.6786 21.7082 15.1244 0.2 0.0 0.4 0.44
H 20.0367 21.9612 14.0579 0.2 0.4 0.1 0.56
H 20.0988 20.6386 15.1650 -0.6 -0.6 -0.3 -0.07
H 17.9542 19.8221 13.8052 0.1 -0.2 0.1 -0.90
H 19.3886 20.0337 12.7660 0.0 -0.5 -0.1 -0.53
H 18.7302 22.0591 12.0156 -0.2 0.5 0.0 0.59
H 17.3099 22.2143 13.0790 -0.5 -0.3 -0.3 0.25
H 15.6679 20.4388 12.7511 0.6 -0.2 0.5 0.43
H 16.1918 18.9472 11.9881 0.3 0.2 -0.2 0.06
H 15.0497 20.1745 11.2731 0.6 -0.1 -1.2 0.45
H 15.8222 22.3701 10.7198 0.0 -0.3 0.2 0.40
H 17.4964 22.7532 10.4180 0.1 -0.3 0.0 0.48
H 15.6457 21.2118 8.7844 0.2 0.0 -0.6 0.37
H 17.2890 21.8400 8.3840 -0.2 -0.5 -0.5 0.35
H 16.6184 18.9419 9.5010 -0.9 0.5 -0.6 -0.36
H 17.8120 19.4373 8.3331 0.3 0.2 0.2 0.59
H 18.4762 19.0032 10.9016 -0.9 -0.1 0.6 0.35
H 19.0098 20.4851 10.3494 0.0 0.4 -0.5 0.39
C 15.4113 15.6153 5.4744 -0.6 0.3 -1.0 -1.47
C 15.6058 14.7807 6.7284 0.9 0.7 0.5 -0.07
C 15.1363 15.4443 8.0263 0.2 -0.5 -0.2 -0.20
N 15.2986 14.5552 9.2666 1.0 -2.4 0.2 0.29
C 14.4050 13.3063 9.1809 -0.2 1.5 -0.4 -1.00
C 15.0933 15.2791 10.5604 -0.8 0.1 -0.5 -0.90
C 16.3804 16.0814 10.7344 -1.0 -0.1 1.2 1.74
C 17.4486 15.2021 10.1180 0.6 0.2 -0.5 0.42
C 16.7340 13.9521 9.5669 -0.1 1.9 -1.3 -1.04
H 14.4336 15.5021 5.0061 0.1 -0.1 -0.1 0.37
H 16.2005 15.3681 4.7644 -0.4 -0.5 -0.2 0.40
H 15.5910 16.6886 5.5365 -0.2 0.2 0.9 0.35
H 16.6954 14.7911 6.7033 0.2 -0.8 0.9 0.22
H 15.2232 13.7612 6.6803 0.1 0.1 -0.5 0.23
H 14.0692 15.6644 7.9978 0.0 0.1 0.0 0.37
H 15.6967 16.3736 8.1288 -0.1 -0.1 0.5 -0.09
H 13.4202 13.6841 8.9063 -0.2 -0.3 0.2 0.37
H 14.4149 12.8441 10.1680 -0.1 -0.1 -0.3 0.45
H 14.7449 12.6459 8.3831 0.1 0.0 0.3 0.39
H 14.8963 14.4567 11.2481 0.5 0.4 0.5 0.16
H 14.1603 15.8415 10.5228 0.1 0.2 -0.1 0.58
H 16.5784 16.2967 11.7844 -0.1 0.0 0.1 -0.81
H 16.2656 17.0498 10.2475 0.1 -0.1 -0.1 -1.05
H 18.2892 15.0406 10.7928 -0.2 -0.3 0.1 -0.16
H 17.8660 15.8047 9.3114 0.2 -0.5 -0.4 0.30
H 16.6375 13.0965 10.2353 -0.3 0.3 0.1 0.36
H 17.1414 13.6172 8.6130 0.0 -0.1 0.1 0.52
C 18.5892 13.4165 18.8368 0.1 -0.3 -0.4 -1.20
C 19.5046 14.5931 19.1794 -0.7 0.6 0.6 -0.12
C 18.9412 15.9207 18.6404 1.0 0.0 -0.7 -0.31
N 19.9214 17.1702 18.7308 -0.5 -0.8 0.3 0.70
C 21.2094 16.8766 17.9326 -0.9 0.3 0.5 -1.00
C 20.1799 17.5150 20.1900 -0.8 0.8 -0.9 -0.64
C 20.5445 18.9828 20.1699 1.1 0.8 0.2 -0.93
C 19.8882 19.6648 18.9462 0.6 -0.6 0.2 -0.64
C 19.2088 18.5248 18.2708 -0.6 -1.7 -1.7 0.36
H 18.5743 13.2738 17.7563 0.0 -0.1 -0.2 0.07
H 17.5400 13.4609 19.1288 0.1 0.5 0.3 0.40
H 18.9962 12.5123 19.2893 0.0 0.0 -0.1 0.40
H 20.4983 14.3286 18.8177 0.1 0.3 0.1 0.12
H 19.4999 14.6960 20.2645 0.5 -0.2 0.1 0.37
H 18.0050 16.0906 19.1720 0.2 0.7 0.1 0.78
H 18.6947 15.7886 17.5869 0.1 0.4 -0.2 -0.30
H 21.8844 16.1767 18.4252 -0.4 0.0 0.5 0.37
H 21.7733 17.8017 17.8128 -0.3 0.1 -0.1 0.65
H 20.9279 16.4253 16.9811 -0.2 0.5 -0.1 -0.21
H 20.9172 16.8935 20.6981 -0.4 -0.2 -0.2 0.42
H 19.1577 17.4949 20.5679 0.3 -0.6 0.7 0.46
H 21.6189 19.1023 20.0302 0.1 0.0 0.5 0.34
H 20.2561 19.4155 21.1278 0.2 0.2 -0.1 0.38
H 20.6414 20.0065 18.2363 0.2 0.4 0.4 0.14
H 19.2419 20.5117 19.1767 -0.1 -0.3 0.0 0.50
H 19.3033 18.5038 17.1851 -0.1 0.1 -0.1 -0.50
H 18.1367 18.4450 18.4503 0.1 -0.3 0.4 0.42
C 23.8832 14.0717 16.6793 0.0 -1.1 1.3 -1.74
C 22.8351 14.2244 15.6231 -0.9 -1.4 -1.2 1.60
C 22.4165 12.8762 14.8837 -1.6 0.8 0.2 -0.94
N 21.0058 13.0934 14.1089 0.9 0.3 -0.3 0.28
C 21.4018 14.1135 12.9896 -1.5 -0.3 0.9 -0.65
C 20.3159 11.8358 13.5589 1.6 -0.2 -2.9 -0.82
C 18.8338 12.1731 13.3186 0.4 -3.6 0.7 -0.48
C 18.6046 13.2967 14.2188 -3.3 1.6 -2.6 0.14
C 19.7786 13.5692 14.9504 3.3 1.2 1.9 -0.09
H 23.9738 14.9324 17.3420 0.4 0.5 -0.6 0.34
H 24.8423 13.6940 16.3248 0.1 0.5 -0.1 0.40
H 23.5756 13.3361 17.4226 -0.2 -0.4 -0.1 0.44
H 23.2169 14.8744 14.8358 -0.3 0.2 0.1 -0.12
H 21.9043 14.6059 16.0430 0.1 0.4 0.0 -0.50
H 22.1905 12.0017 15.4940 0.4 0.2 0.4 0.42
H 23.1553 12.6384 14.1184 -0.3 -0.3 0.0 0.42
H 20.6601 14.0522 12.1932 -0.2 0.4 0.3 0.39
H 22.3693 14.0074 12.4990 0.1 -0.8 0.6 0.32
H 21.3836 15.0499 13.5473 -0.3 0.2 -0.6 -0.01
H 20.8168 11.6756 12.6041 0.0 0.0 -0.2 0.49
H 20.5442 10.8808 14.0322 -0.1 0.6 1.1 0.44
H 18.5329 12.2864 12.2771 0.4 0.3 0.1 0.02
H 18.2618 11.3288 13.7034 0.0 -0.4 -0.4 0.34
H 18.4187 14.0542 13.4574 -0.1 1.2 0.8 -0.64
H 17.7278 13.2613 14.8655 0.0 -0.2 -0.1 0.82
H 19.7314 14.6405 15.1457 1.0 0.2 0.5 -0.42
H 19.8481 12.9447 15.8411 0.1 0.2 0.3 0.58
C 13.5924 16.5118 14.3139 0.5 0.4 0.2 -1.16
C 12.6146 17.7299 14.4215 -0.4 -1.5 0.3 -0.36
C 13.0212 18.8859 13.5237 0.3 -0.2 -0.1 -0.39
N 11.9963 20.0446 13.4005 0.5 -1.9 -1.6 0.47
C 10.8746 19.5521 12.3757 -0.2 0.9 1.5 -0.86
C 12.6350 21.3307 12.8971 -1.5 1.2 0.8 -0.43
C 11.5589 22.4154 13.3508 1.2 -1.2 -0.9 -0.77
C 11.0817 21.9115 14.7164 0.4 0.2 -0.4 -0.71
C 11.5109 20.4289 14.7875 -0.2 0.6 0.0 -0.62
H 13.6385 15.9813 13.3628 0.2 0.8 -0.7 0.19
H 13.4834 15.6206 14.9319 -1.1 0.5 0.8 0.48
H 14.5558 16.8838 14.6624 0.4 0.0 -0.6 0.14
H 12.6343 18.0169 15.4728 -0.1 0.2 -0.1 0.34
H 11.6087 17.3933 14.1705 -0.2 0.0 0.1 0.39
H 13.2019 18.4888 12.5249 -0.2 0.2 -0.3 0.41
H 13.9863 19.2238 13.9012 -0.1 0.7 0.1 -0.11
H 10.0324 20.2226 12.5468 0.0 -0.1 -0.1 0.43
H 10.5507 18.5330 12.5868 0.3 0.2 0.4 0.31
H 11.1150 19.5943 11.3134 0.8 0.3 0.3 0.31
H 12.7964 21.3913 11.8209 0.0 -0.6 0.1 0.28
H 13.5615 21.4991 13.4461 0.0 -0.3 0.1 0.36
H 10.7592 22.4129 12.6101 0.0 0.2 0.1 0.33
H 12.0509 23.3881 13.3479 -0.3 0.0 0.2 0.47
H 10.0120 22.0947 14.8178 0.2 -0.2 0.3 0.34
H 11.6515 22.4502 15.4735 -0.4 0.0 0.2 0.34
H 10.7638 19.7427 15.1863 0.0 0.0 -0.4 0.47
H 12.4028 20.3728 15.4115 0.0 -0.2 0.0 0.37
Br 16.0233 20.0878 16.2662 0.0 -0.3 -0.6 -0.72



48
Properties=species:S:1:pos:R:3:forces:R:3:lowdin_spin:R:1 method="wB97M-V/def2-TZVPD" spin_multiplicity=3 orbital_gap_ha="0.3100 / 0.3439" charge=+1
W -0.5500 -0.0525 -0.2383 -0.3 1.6 -0.3 1.61
O -2.2469 1.1526 -3.7617 0.1 0.0 0.0 0.00
P -1.8829 0.8126 -2.2942 -0.2 -0.2 -0.1 0.02
O -1.7694 -0.6773 -1.9582 0.1 -0.2 0.2 0.03
O -0.5075 1.3300 -1.8758 -0.3 0.1 0.1 0.03
O -3.0178 1.4204 -1.3805 -0.1 0.0 0.0 0.00
P -3.6261 0.6493 -0.0281 -0.1 -0.1 -0.2 0.01
O -3.7296 1.8455 0.9939 0.0 0.0 0.0 0.00
O -4.8756 -0.0142 -0.3556 0.0 -0.1 0.1 0.00
O -2.4197 -0.2096 0.4737 0.2 0.4 0.0 0.06
H -3.0788 1.6228 -3.9048 -0.1 0.0 0.0 0.00
H -4.6474 2.1255 1.1080 0.0 0.0 0.0 0.00
F -1.6354 4.4366 2.1081 0.0 0.0 0.0 0.00
C -0.3971 4.1572 1.7458 -0.1 0.0 -0.1 0.00
F 0.1951 3.4347 2.6889 0.1 0.0 0.0 0.00
F 0.2812 5.2716 1.5452 0.0 0.0 0.0 0.00
S -0.4419 3.1929 0.1707 0.3 0.0 0.4 0.00
O -0.9036 1.8716 0.6826 -0.2 -0.1 0.1 0.04
O -1.2838 3.8897 -0.7260 0.0 0.0 -0.1 0.00
N 1.0782 3.1591 -0.2251 -0.1 -0.1 -0.2 0.00
S 1.9570 1.8794 -0.3114 0.0 0.3 0.5 0.00
O 2.4887 1.5248 -1.5758 0.0 0.1 -0.1 0.00
O 1.3276 0.7514 0.4580 -0.1 -0.5 -0.4 0.02
C 3.3687 2.3371 0.7937 0.0 -0.1 -0.1 0.00
F 3.7887 3.5430 0.4758 0.0 0.1 0.0 0.00
F 4.3408 1.4554 0.6185 0.0 -0.1 0.0 0.00
F 2.9680 2.3131 2.0557 0.0 0.0 0.1 0.00
C 1.7363 -2.2018 -3.1743 0.0 0.0 0.0 0.00
C 0.8765 -2.1752 -1.9621 0.0 0.0 0.2 0.02
O 0.7482 -1.0989 -1.3190 0.5 -0.6 -0.5 0.02
N 0.2650 -3.2631 -1.5304 0.1 0.0 -0.1 0.02
C -0.5824 -3.2603 -0.3370 -0.1 0.0 -0.1 0.01
C 0.1136 -2.7475 0.9071 0.0 -0.2 0.0 0.02
C 0.9210 -3.5729 1.6616 -0.1 0.1 0.2 0.00
C 1.4434 -3.0987 2.8595 0.0 0.0 0.0 0.02
C 1.1006 -1.8272 3.2899 -0.1 -0.1 0.0 0.00
C 0.3099 -1.0432 2.4731 0.0 0.0 0.0 0.02
N -0.1271 -1.4734 1.2783 0.2 -0.5 0.5 0.01
H 1.0935 -2.1176 -4.0530 0.0 0.0 0.0 0.00
H 2.3052 -3.1274 -3.2441 0.0 0.0 0.0 0.00
H 2.4020 -1.3431 -3.1507 0.0 0.0 0.0 0.00
H 0.3381 -4.1072 -2.0762 0.0 0.0 0.0 0.00
H -0.8855 -4.2903 -0.1600 0.0 0.0 0.0 0.00
H -1.4931 -2.6843 -0.5340 0.1 0.0 0.0 0.00
H 1.1137 -4.5844 1.3312 0.0 0.0 0.0 0.00
H 2.0841 -3.7282 3.4618 0.0 0.0 0.0 0.00
H 1.4385 -1.4384 4.2390 0.0 0.0 0.0 0.00
H 0.0178 -0.0397 2.7560 0.1 0.0 -0.1 0.00



21
Properties=species:S:1:pos:R:3:forces:R:3:mulliken_charge:R:1 method="wB97M-V/def2-TZVPD" orbital_gap_ha=0.3512 charge=+1
C 0.8483 0.8605 0.7069 0.1 -0.7 -1.2 -0.82
C -0.0597 1.7442 -0.2041 2.8 0.7 1.3 -0.73
C 1.6376 -0.1366 -0.2277 -0.2 3.3 1.0 -0.75
C -1.3349 1.1135 -0.5550 -4.4 -1.5 0.9 -0.51
C 0.7728 -1.1736 -0.6703 -3.0 -3.8 1.7 0.08
C -1.2467 -0.3380 -0.1713 2.7 0.0 -0.9 0.12
N -2.0622 -1.0301 0.5215 -3.0 1.8 -0.6 -0.28
N 0.7337 -2.2789 0.1884 0.0 0.2 -1.4 -0.43
H 1.5665 1.3944 1.3219 -0.2 0.4 -0.1 0.40
H 0.2882 0.1544 1.3185 -0.2 0.5 0.6 0.48
H -0.1116 2.7280 0.2443 -0.7 0.2 0.2 0.44
H 0.5855 1.9124 -1.0481 -0.1 0.2 -0.8 0.27
H 1.8740 0.3813 -1.1326 1.0 0.7 -0.3 0.32
H 2.4917 -0.3520 0.3849 0.6 -1.0 -0.3 0.43
H -2.2675 1.5522 0.0011 1.6 -0.3 -1.0 0.31
H -1.6068 1.0663 -1.6167 0.2 0.5 0.0 0.34
H 0.6273 -1.3185 -1.7585 -0.2 -0.2 1.0 0.39
H -1.9147 -1.9226 0.8942 1.2 -1.9 0.1 0.22
H -3.0881 -0.8031 0.6697 1.5 0.5 0.0 0.27
H 0.4764 -3.2291 -0.0212 -0.2 0.2 -0.8 0.23
H 1.2450 -2.2510 1.0370 0.5 0.4 0.6 0.21



26
Properties=species:S:1:pos:R:3:forces:R:3:mulliken_charge:R:1 method="wB97M-V/def2-TZVPD" orbital_gap_ha=0.2188
Na -0.9751 0.6096 1.0607 -0.5 0.2 0.6 0.85
B -4.0202 1.9248 3.1307 0.2 -0.4 0.1 0.08
H -4.3048 0.9519 2.7612 -1.3 -4.0 -1.7 -0.24
H -4.8934 2.4991 3.3988 -3.5 2.2 0.8 -0.19
H -3.4678 1.7670 4.0440 2.6 -0.5 3.6 -0.19
H -3.4696 2.4738 2.3825 2.7 2.4 -3.3 -0.33
C 0.2070 0.0853 -4.7308 -0.2 -0.1 0.9 -0.36
C -0.2629 -1.1965 -3.8322 -1.8 2.5 -3.8 -0.40
O -1.4827 -0.8183 -3.1456 1.2 -0.5 0.8 -0.53
O -0.8177 0.8391 -5.4451 0.5 -1.8 0.6 -0.51
H 0.8844 -0.3642 -5.4569 0.1 0.5 -0.2 0.32
H 0.6892 0.8763 -4.1565 0.6 -0.5 0.4 0.28
H 0.5740 -1.7480 -3.4038 -0.4 0.4 1.0 0.34
H -0.6518 -1.7895 -4.6599 0.4 -0.7 0.0 0.24
H -2.1666 -1.1858 -3.7103 -0.2 0.1 0.3 0.32
H -1.3523 1.2305 -4.7504 -0.2 0.1 0.0 0.31
C 2.2000 -1.4424 2.7312 1.2 0.9 0.6 -0.61
C 3.1405 -0.2323 2.4893 -0.7 -2.4 -0.2 -0.21
O 2.5448 0.5602 1.4774 0.5 0.3 0.3 -0.48
O 1.0889 -0.9393 3.4354 -1.1 -0.6 -0.4 -0.49
H 2.7529 -2.2327 3.2390 0.1 0.1 0.8 0.32
H 1.8965 -2.0009 1.8457 -0.4 0.8 -0.4 0.31
H 4.1012 -0.6696 2.2176 0.3 0.4 -0.5 0.32
H 3.2706 0.2675 3.4492 -0.1 0.4 0.0 0.26
H 3.2087 1.2282 1.2913 -0.2 0.4 -0.4 0.29
H 1.3064 -0.6936 4.3376 0.2 -0.1 0.0 0.30



Listing total energy for the structures above in their given order: -5059.2483; -3600.9138; -345.5866; -649.8920 Eh.